{"formula": "C4H3N3", "method": "ωB97M-V with the def2-TZVPD basis set", "orbital_gap_ev": 9.506, "e_tot_ev": -8661.67939, "e_homo_ev": -8.98, "multiplicity": 1, "charge": 0, "relative_energy_ev": 4.731, "elements": ["C", "C", "C", "C", "H", "H", "H", "N", "N", "N"], "positions_angstrom": [[2.82116, -0.30094, -0.02880], [1.58174, -0.14739, -0.08393], [0.09985, -0.18667, 0.18966], [-0.82428, 0.87314, 0.05941], [3.93509, -0.18503, -0.21078], [-0.90052, 1.99550, 0.22854], [-2.86367, 0.38679, -0.17139], [-1.80017, 0.13188, -0.04317], [-1.65266, -1.18355, -0.17690], [-0.39653, -1.38372, 0.23738]], "forces_ev_per_a": [[-2.04, 1.32, -1.08], [2.54, -0.32, 2.08], [7.24, 2.50, 0.04], [5.17, 2.97, 1.54], [-2.20, -0.49, 0.44], [0.59, -1.95, -0.55], [3.01, -0.23, 0.33], [-12.28, -2.55, -2.90], [0.03, -0.59, 3.04], [-2.05, -0.66, -2.94]]}